Run 1
Below is an isolated molecule of C5H9N3, with properties calculated with the ωB97M-V functional and the def2-TZVPD basis.

Computed properties:
LUMO level (spin up / spin down) in eV: -0.70 / -1.28
Kohn-Sham gap (spin up / spin down) in eV: 7.85 / 6.92

Geometry as XYZ:
```
17
C5H9N3 | the Open Molecules 2025 dataset | the ωB97M-V functional and the def2-TZVPD basis
C 1.18 0.35 1.40
C -0.13 0.51 -0.98
C 0.19 -0.34 0.48
N -0.56 -0.38 -1.99
C -1.34 0.34 0.76
C 0.24 -1.71 0.39
N -1.66 1.08 -0.17
N 0.75 1.44 -1.16
H -1.46 -0.80 -1.79
H -0.61 0.12 -2.87
H 0.33 2.33 -1.40
H -1.78 0.09 1.72
H 1.11 -0.08 2.41
H 2.19 0.22 1.04
H 0.99 1.42 1.46
H 0.91 -2.30 1.01
H -0.37 -2.27 -0.31
```



Run 2
Below is an isolated molecule of C5H9N3, with properties calculated with the ωB97M-V functional and the def2-TZVPD basis.

Computed properties:
LUMO level in eV: 0.87
Kohn-Sham gap in eV: 9.25
SMILES: N#CCNC/C=C/N

Geometry as XYZ:
```
17
C5H9N3 | the Open Molecules 2025 dataset | the ωB97M-V functional and the def2-TZVPD basis
N -3.00 1.54 -3.28
C -2.47 1.05 -2.39
C -1.80 0.43 -1.26
N -0.36 0.46 -1.46
C 0.50 0.73 -0.31
C 0.96 -0.47 0.48
C 1.20 -0.45 1.79
N 1.61 -1.54 2.54
H -2.22 -0.59 -1.13
H -2.06 1.01 -0.37
H -0.04 -0.35 -1.97
H -0.01 1.44 0.34
H 1.38 1.24 -0.72
H 1.20 -1.35 -0.10
H 0.97 0.43 2.38
H 2.09 -2.26 2.03
H 2.03 -1.33 3.43
```



Tell me which of them is the most stable. Sure, it is run 2.



Run 1
Below is an isolated molecule of C5H9N3, with properties calculated with the ωB97M-V functional and the def2-TZVPD basis.

Computed properties:
LUMO level in eV: 0.62
Kohn-Sham gap in eV: 9.98
SMILES: C/C=C(/CN)NC#N

Geometry as XYZ:
```
17
C5H9N3 | the Open Molecules 2025 dataset | the ωB97M-V functional and the def2-TZVPD basis
C -1.00 -1.30 -1.73
C -0.83 -0.97 -0.28
C 0.15 -0.23 0.25
C 0.32 -0.03 1.75
N 0.37 1.36 2.15
N 1.22 0.34 -0.50
C 0.74 1.47 -1.09
N 0.50 2.49 -1.55
H -0.84 -2.37 -1.89
H -0.31 -0.75 -2.36
H -2.01 -1.06 -2.04
H -1.59 -1.36 0.38
H -0.50 -0.52 2.28
H 1.26 -0.50 2.07
H -0.50 1.83 1.92
H 1.12 1.84 1.66
H 1.87 -0.24 -1.01
```



Run 2
Below is an isolated molecule of C5H9N3, with properties calculated with the ωB97M-V functional and the def2-TZVPD basis.

Computed properties:
LUMO level in eV: 0.79
Kohn-Sham gap in eV: 8.88
SMILES: N[C@]12CN=CN[C@H]1C2

Geometry as XYZ:
```
17
C5H9N3 | the Open Molecules 2025 dataset | the ωB97M-V functional and the def2-TZVPD basis
N -2.02 0.53 -0.26
C -0.70 0.23 0.19
C 0.13 1.44 -0.01
N 1.58 1.30 0.32
C 2.08 0.18 0.10
N 1.41 -0.80 -0.62
C 0.01 -0.94 -0.40
C -0.39 -0.93 1.06
H -2.90 0.00 0.29
H -2.27 0.49 -1.35
H -0.27 2.51 0.60
H -0.10 1.77 -1.12
H 3.12 0.10 0.23
H 1.90 -1.75 -0.91
H -0.65 -1.41 -1.15
H -1.28 -1.63 1.19
H 0.36 -1.09 1.85
```



Run 3
Below is an isolated molecule of C5H9N3, with properties calculated with the ωB97M-V functional and the def2-TZVPD basis.

Computed properties:
LUMO level in eV: 0.99
Kohn-Sham gap in eV: 10.09
SMILES: CN(C)n1cccn1

Geometry as XYZ:
```
17
C5H9N3 | the Open Molecules 2025 dataset | the ωB97M-V functional and the def2-TZVPD basis
C -1.39 0.83 0.89
N -0.90 0.18 -0.24
C -1.94 -0.88 -0.70
N 0.48 -0.17 -0.20
C 1.43 0.74 -0.71
C 2.59 0.31 -0.30
C 2.33 -0.80 0.42
N 1.04 -0.98 0.58
H -0.73 1.64 1.36
H -2.37 1.47 0.85
H -1.63 0.00 1.66
H -3.04 -0.55 -0.77
H -1.71 -1.18 -1.67
H -1.92 -1.86 -0.15
H 1.35 1.74 -1.39
H 3.44 1.16 -0.52
H 2.97 -1.64 0.88
```



Run 4
Below is an isolated molecule of C5H9N3, with properties calculated with the ωB97M-V functional and the def2-TZVPD basis.

Computed properties:
LUMO level in eV: 0.99
Kohn-Sham gap in eV: 9.27
SMILES: [H]/N=C1\N[C@@]1(C)C(=C)N

Geometry as XYZ:
```
17
C5H9N3 | the Open Molecules 2025 dataset | the ωB97M-V functional and the def2-TZVPD basis
H 3.06 0.25 -1.23
N 2.51 0.31 -0.38
C 1.32 0.61 -0.44
N 0.15 1.22 -1.31
C -0.07 0.61 -0.04
C -0.52 1.36 1.19
C -0.47 -0.94 -0.09
C -1.10 -1.40 -1.17
N -0.24 -1.62 1.09
H -0.13 2.18 -1.39
H -0.41 0.75 2.08
H 0.06 2.28 1.31
H -1.57 1.62 1.07
H -1.25 -0.75 -2.01
H -1.49 -2.41 -1.21
H -0.50 -2.60 1.06
H 0.66 -1.46 1.52
```



Tell me which of them is the most stable. Sure, it is run 1.



Run 1
Below is a cluster of 2 separate species, C2H6O2 in total, with properties calculated with the ωB97M-V functional and the def2-TZVPD basis.

Computed properties:
LUMO level in eV: -1.91
Kohn-Sham gap in eV: 7.86
SMILES: O=O.CC

Geometry as XYZ:
```
10
C2H6O2 | the Open Molecules 2025 dataset | the ωB97M-V functional and the def2-TZVPD basis
O 2.90 1.73 0.99
O 1.89 1.39 0.48
C -0.22 -0.37 0.48
C -0.98 -0.48 -0.87
H 0.86 -0.16 0.44
H -0.55 0.52 1.06
H -0.30 -1.30 1.08
H -1.18 0.55 -1.21
H -1.98 -0.92 -0.77
H -0.45 -0.97 -1.68
```



Run 2
Below is a cluster of 2 separate species, C2H6O2 in total, with properties calculated with the ωB97M-V functional and the def2-TZVPD basis.

Computed properties:
LUMO level in eV: 0.76
Kohn-Sham gap in eV: 9.26

Geometry as XYZ:
```
10
C2H6O2 | the Open Molecules 2025 dataset | the ωB97M-V functional and the def2-TZVPD basis
C -0.90 0.23 -0.82
C 0.29 -0.06 0.15
O 1.45 0.54 -0.30
O 0.52 -1.23 0.82
H -0.70 1.26 -0.82
H -0.66 -0.23 -1.74
H -1.94 0.05 -0.39
H -0.13 0.76 1.55
H 2.25 0.16 0.10
H -0.17 -1.47 1.45
```



Tell me which of them is the most stable. Sure, it is run 2.



Run 1
Below is an isolated molecule of C6H12S, with properties calculated with the ωB97M-V functional and the def2-TZVPD basis.

Computed properties:
LUMO level in eV: 0.88
Kohn-Sham gap in eV: 9.47
SMILES: CC(C)=C(C)CS

Geometry as XYZ:
```
19
C6H12S | the Open Molecules 2025 dataset | the ωB97M-V functional and the def2-TZVPD basis
C -2.00 0.13 -0.55
C -0.64 -0.37 -0.03
C -0.56 -1.84 0.16
C 0.35 0.50 0.18
C 0.20 1.99 0.02
C 1.68 -0.01 0.78
S 3.01 -0.24 -0.47
H -2.35 1.00 0.07
H -2.72 -0.70 -0.50
H -1.83 0.44 -1.60
H 0.45 -2.18 -0.12
H -1.24 -2.32 -0.52
H -0.84 -2.14 1.19
H 1.19 2.41 -0.06
H -0.35 2.45 0.87
H -0.30 2.27 -0.95
H 1.46 -0.94 1.27
H 2.15 0.69 1.50
H 2.35 -1.15 -1.25
```



Run 2
Below is an isolated molecule of C6H12S, with properties calculated with the ωB97M-V functional and the def2-TZVPD basis.

Computed properties:
LUMO level in eV: 1.06
Kohn-Sham gap in eV: 9.39
SMILES: C=CCCCSC

Geometry as XYZ:
```
19
C6H12S | the Open Molecules 2025 dataset | the ωB97M-V functional and the def2-TZVPD basis
C 1.80 -1.44 1.85
C 0.75 -0.59 1.85
C 0.85 0.71 1.03
C -0.40 1.00 0.23
C -0.13 1.12 -1.26
S 0.34 -0.52 -1.86
C -1.29 -1.01 -2.31
H 2.66 -1.34 1.29
H 1.79 -2.35 2.42
H -0.11 -0.80 2.56
H 0.91 1.44 1.85
H 1.76 0.57 0.49
H -1.09 0.12 0.50
H -0.75 1.94 0.61
H -1.11 1.58 -1.56
H 0.75 1.83 -1.42
H -1.65 -0.23 -2.87
H -1.42 -2.07 -2.74
H -1.76 -1.07 -1.41
```



Run 3
Below is an isolated molecule of C6H12S, with properties calculated with the ωB97M-V functional and the def2-TZVPD basis.

Computed properties:
LUMO level in eV: 0.83
Kohn-Sham gap in eV: 9.32
SMILES: C=C(CS)C(C)C

Geometry as XYZ:
```
19
C6H12S | the Open Molecules 2025 dataset | the ωB97M-V functional and the def2-TZVPD basis
C -0.18 -2.09 0.58
C 0.01 -0.90 0.13
C -1.46 -0.29 -0.82
S -2.84 0.20 0.30
C 0.99 0.20 0.09
C 1.62 0.75 -1.20
C 0.49 1.44 1.05
H 0.35 -2.72 1.28
H -1.13 -2.52 0.48
H -1.84 -1.15 -1.28
H -1.33 0.54 -1.51
H -3.05 -1.19 0.53
H 1.84 -0.21 0.70
H 1.02 1.54 -1.50
H 1.77 -0.05 -2.03
H 2.58 1.31 -0.88
H 1.40 1.85 1.69
H -0.31 1.06 1.84
H 0.04 2.24 0.54
```



Tell me which of them is the most stable. Sure, it is run 1.



Run 1
Below is a cluster of 2 separate species, C3H6N4 in total, with properties calculated with the ωB97M-V functional and the def2-TZVPD basis.

Computed properties:
LUMO level (spin up / spin down) in eV: 0.74 / 0.61
Kohn-Sham gap (spin up / spin down) in eV: 6.96 / 9.97
2S+1: 3

Geometry as XYZ:
```
13
C3H6N4 | the Open Molecules 2025 dataset | the ωB97M-V functional and the def2-TZVPD basis
C -1.74 1.47 0.36
C -1.10 2.27 1.32
C 0.12 0.46 0.69
N -0.96 0.43 -0.03
N 0.12 1.54 1.53
N 0.35 -1.40 -1.85
N 0.71 -2.55 -1.74
H -2.56 1.80 -0.19
H -1.33 3.24 1.77
H 0.77 1.81 2.27
H 0.70 -0.78 -2.69
H -0.27 -0.91 -1.32
H 0.88 -0.27 0.57
```



Run 2
Below is an isolated molecule of C3H6N4, with properties calculated with the ωB97M-V functional and the def2-TZVPD basis.

Computed properties:
LUMO level (spin up / spin down) in eV: 0.84 / -0.72
Kohn-Sham gap (spin up / spin down) in eV: 6.75 / 8.41
2S+1: 3

Geometry as XYZ:
```
13
C3H6N4 | the Open Molecules 2025 dataset | the ωB97M-V functional and the def2-TZVPD basis
C 1.19 1.22 -0.24
C -0.49 -2.00 -0.07
C -1.28 0.90 0.05
N 2.81 -0.36 0.22
N 2.23 0.62 0.18
N 0.03 0.26 -0.23
N 0.34 -1.03 0.02
H 1.18 2.27 -0.45
H -1.51 -1.93 -0.15
H -0.09 -2.94 0.45
H -1.88 0.05 0.26
H -1.11 1.63 0.84
H -1.43 1.31 -0.89
```



Run 3
Below is a cluster of 2 separate species, C3H6N4 in total, with properties calculated with the ωB97M-V functional and the def2-TZVPD basis.

Computed properties:
LUMO level (spin up / spin down) in eV: 0.88 / -1.39
Kohn-Sham gap (spin up / spin down) in eV: 6.40 / 7.38
2S+1: 3

Geometry as XYZ:
```
13
C3H6N4 | the Open Molecules 2025 dataset | the ωB97M-V functional and the def2-TZVPD basis
C 1.13 1.09 -0.16
C -0.67 -1.89 -0.14
C -1.24 1.08 0.15
N 1.60 -1.51 0.44
N 2.28 1.37 -0.16
N 0.00 0.77 -0.39
N 0.55 -1.76 0.09
H 3.27 1.88 0.40
H -0.96 -1.41 -1.07
H -1.10 -2.95 0.11
H -1.29 2.00 0.55
H -1.95 0.89 -0.75
H -1.62 0.45 0.93
```



Tell me which of them is the most stable. Sure, it is run 1.



Run 1
Below is an isolated molecule of C3H6N2O2, with properties calculated with the ωB97M-V functional and the def2-TZVPD basis.

Computed properties:
LUMO level in eV: 0.44
Kohn-Sham gap in eV: 9.96
SMILES: NC(=O)NCC=O

Geometry as XYZ:
```
13
C3H6N2O2 | the Open Molecules 2025 dataset | the ωB97M-V functional and the def2-TZVPD basis
N 0.25 0.51 1.78
C 0.86 -0.68 1.18
O 1.72 -1.40 1.65
N 0.68 -0.71 -0.21
C -0.54 -0.50 -0.95
C -0.59 1.01 -1.38
O -1.38 1.69 -0.71
H -0.08 0.71 2.73
H -0.35 1.05 1.14
H 1.38 -1.18 -0.69
H -1.56 -0.63 -0.42
H -0.52 -1.11 -1.90
H 0.15 1.24 -2.21
```



Run 2
Below is an isolated molecule of C3H6N2O2, with properties calculated with the ωB97M-V functional and the def2-TZVPD basis.

Computed properties:
LUMO level in eV: 0.74
Kohn-Sham gap in eV: 10.46
SMILES: NC(=O)CNC=O

Geometry as XYZ:
```
13
C3H6N2O2 | the Open Molecules 2025 dataset | the ωB97M-V functional and the def2-TZVPD basis
N 1.31 -0.99 -0.54
C 1.19 0.35 -0.73
O 1.84 0.99 -1.54
C 0.15 1.03 0.18
N -1.19 0.48 0.06
C -1.54 -0.61 0.78
O -0.77 -1.19 1.54
H 1.98 -1.49 -1.11
H 0.84 -1.46 0.22
H 0.14 2.09 -0.07
H 0.46 0.92 1.22
H -1.84 0.84 -0.63
H -2.57 -0.95 0.63
```



Tell me which of them is the most stable. Sure, it is run 2.